1.
Formula: C20H24N2O3
Source: OMol25
Level of theory: ωB97M-V/def2-TZVPD

```
49
Properties=species:S:1:pos:R:3:forces:R:3
C 0.5414 -7.4499 0.4453 -0.1 0.0 0.1
C 0.1775 -6.0565 0.8604 0.1 0.0 0.0
C -0.9128 -5.4090 0.2898 0.1 0.0 0.1
C -1.2675 -4.1352 0.6843 0.0 0.1 0.1
C -0.5341 -3.4733 1.6672 0.2 -0.3 0.0
N -0.9516 -2.1883 2.0278 -0.4 -0.1 -0.3
C -0.3841 -1.3220 2.8941 -0.3 0.6 0.1
O 0.6217 -1.5012 3.5475 0.3 -0.1 0.2
C -1.1682 0.0010 2.9564 -0.1 -0.2 0.1
N -0.9913 0.7750 1.7381 0.0 -0.1 0.3
C 0.1357 1.6799 1.7295 0.2 0.3 -0.1
C -1.8389 0.5632 0.7163 -0.1 0.3 -0.2
O -2.6698 -0.3391 0.7581 -0.3 -0.2 -0.1
C -1.7546 1.4691 -0.4970 0.1 -0.2 0.0
C -0.6821 0.9876 -1.4998 -0.3 -0.1 -0.1
O 0.4965 1.7587 -1.4629 0.3 0.3 -0.1
C 0.4935 3.0131 -2.0157 0.1 0.0 0.0
C -0.5874 3.6089 -2.6503 -0.1 -0.4 0.1
C -0.4455 4.8851 -3.1735 0.1 0.1 0.0
C 0.7475 5.5691 -3.0654 -0.1 0.0 0.0
C 1.8364 4.9827 -2.4253 -0.1 -0.1 0.0
C 3.1333 5.7241 -2.3119 0.0 0.0 0.0
C 1.6968 3.7094 -1.9053 -0.1 -0.1 0.0
C 0.5594 -4.1104 2.2434 0.0 0.2 0.1
C 0.9021 -5.3870 1.8375 -0.2 -0.1 -0.2
H 0.3532 -7.5999 -0.6157 0.0 -0.1 -0.1
H 1.5892 -7.6552 0.6508 0.1 -0.1 0.0
H -0.0598 -8.1731 0.9977 0.0 -0.1 0.0
H -1.4910 -5.9103 -0.4734 -0.1 0.0 -0.1
H -2.1164 -3.6406 0.2334 -0.1 0.1 -0.1
H -1.7769 -1.8463 1.5339 0.2 0.1 0.2
H -2.2335 -0.2121 3.0811 0.1 0.1 0.0
H -0.8066 0.5876 3.8022 0.0 -0.1 -0.1
H 0.9509 1.2201 2.2880 0.0 0.0 0.0
H -0.1244 2.6298 2.2067 0.1 0.0 0.0
H 0.4849 1.8647 0.7185 0.0 0.0 0.1
H -2.7364 1.4281 -0.9706 0.0 0.0 0.1
H -1.5491 2.4991 -0.2044 0.0 0.0 -0.1
H -1.0893 0.9683 -2.5168 0.1 0.0 0.1
H -0.3588 -0.0268 -1.2485 -0.1 0.1 -0.1
H -1.5348 3.1034 -2.7468 -0.1 -0.1 0.0
H -1.2877 5.3449 -3.6693 -0.1 0.0 0.0
H 0.8416 6.5632 -3.4765 0.0 0.1 0.0
H 3.5550 5.8961 -3.3015 0.1 0.0 0.0
H 3.8530 5.1639 -1.7213 0.1 0.0 0.0
H 2.9760 6.6954 -1.8454 0.1 0.1 0.0
H 2.5202 3.2218 -1.4060 0.1 -0.1 0.1
H 1.1333 -3.6054 3.0021 0.0 0.0 0.0
H 1.7534 -5.8717 2.2934 0.1 0.0 0.0
```
Forces are in eV/Å.

Properties
HOMO level ... -8.095 eV
SMILES ... Cc1ccc(NC(=O)CN(C)C(=O)CCOc2cccc(C)c2)cc1
Energy relative to the best compared isomer or geometry (same formula, charge and spin) ... 26.3 kcal/mol
Kohn-Sham gap ... 8.8 eV

---

2.
Formula: C3H8N2S
Source: OMol25
Level of theory: ωB97M-V/def2-TZVPD

```
14
Properties=species:S:1:pos:R:3:forces:R:3
H -3.0521 1.2598 -0.7274 2.6 -1.1 0.6
N -2.0837 0.7450 -0.6976 -1.6 -0.2 2.1
C -1.7825 0.2496 0.4698 1.3 -0.8 -0.1
N -0.6453 -0.5774 0.7814 -1.3 1.6 -4.0
S 0.5674 -1.1315 -0.2957 -1.4 -0.4 1.0
C 1.0928 0.4914 -0.6365 0.7 0.5 -3.2
C 1.9767 1.1586 0.4575 1.0 -3.9 2.4
H -2.1399 0.3382 1.5230 -1.2 0.7 -1.1
H -0.6633 -0.9508 1.6495 0.0 -1.2 3.1
H 1.4885 0.1112 -1.7841 -0.3 2.3 2.8
H 0.1061 1.0766 -0.7559 1.9 -0.7 -0.4
H 3.1650 0.7578 0.5576 -3.5 0.8 -0.5
H 1.3669 0.7147 1.5332 2.1 1.9 -3.0
H 2.0314 2.2254 0.4041 -0.3 0.6 0.1
```
Forces are in eV/Å.

Properties
HOMO level ... -8.567 eV
SMILES ... [H]/N=C/NSCC
Energy relative to the best compared isomer or geometry (same formula, charge and spin) ... 85.7 kcal/mol
Kohn-Sham gap ... 9.3 eV

---

3.
Formula: C12H36N3O4
Source: OMol25
Level of theory: ωB97M-V/def2-TZVPD

```
55
Properties=species:S:1:pos:R:3:forces:R:3
O 0.3236 0.0928 1.5426 0.7 0.6 2.3
H 0.5281 0.7713 0.8723 0.4 1.5 -1.4
H 1.1032 -0.4811 1.6129 0.6 -0.5 -0.2
H -0.4750 -0.4303 1.3194 -1.7 -1.0 -1.0
C 4.2912 -2.6946 0.4931 1.4 0.5 -0.7
C 2.9844 -2.1699 0.9368 -1.9 0.3 0.7
C 2.6226 -2.4324 2.3800 1.5 -0.4 -0.1
O 1.2415 -2.3624 2.5578 0.0 0.0 0.3
C 0.8875 -2.6212 3.9198 -0.1 0.8 -0.4
N 2.7406 -0.7186 0.6226 0.8 -1.2 -0.3
H 4.4172 -2.3977 -0.5494 0.0 -0.4 -0.3
H 4.4257 -3.7724 0.5761 -0.2 0.1 0.1
H 5.1386 -2.1912 0.9614 0.0 -0.1 0.5
H 2.1964 -2.7005 0.3991 0.0 0.0 -0.3
H 3.1819 -1.7468 3.0215 -0.2 0.5 0.3
H 3.0405 -3.4012 2.6615 -0.3 -0.4 0.0
H 1.1240 -3.6390 4.2304 -0.3 -0.1 -0.2
H -0.1688 -2.3596 3.9668 0.0 -0.4 0.4
H 1.4482 -1.9482 4.5702 0.0 0.1 0.1
H 2.9994 -0.7242 -0.3565 -0.5 0.6 -0.5
H 3.4844 -0.1529 1.0132 0.2 0.0 0.5
C -0.5177 3.7021 0.5328 0.4 0.5 -0.4
C 0.0639 3.0111 -0.7291 -0.1 1.2 1.3
C 0.8735 4.0385 -1.6000 -2.2 -1.0 -1.0
O 1.4339 3.4213 -2.7684 0.6 0.3 0.8
C 0.5528 3.0165 -3.8081 -0.2 -0.4 0.8
N 0.9150 1.8864 -0.3452 0.3 -0.7 -1.0
H -1.3662 3.2444 1.0416 0.0 -0.5 -0.5
H -0.8516 4.6903 0.2142 0.0 0.1 0.3
H 0.2260 3.8221 1.3213 0.3 0.1 -0.2
H -0.8063 2.6284 -1.2629 0.2 0.0 -0.4
H 1.6290 4.5969 -1.0485 0.2 -0.4 0.0
H 0.0941 4.7338 -1.9177 0.2 0.5 -0.1
H -0.2430 2.3800 -3.4160 -0.2 -0.1 0.1
H 1.1373 2.3761 -4.4674 0.0 0.4 -0.2
H 0.0673 3.8460 -4.3229 0.3 0.2 -0.1
H 0.9257 1.3159 -1.1830 -0.2 -0.7 -0.1
H 1.8663 2.2194 -0.4474 0.4 0.2 0.8
C -1.0577 -1.2409 -1.7160 -1.2 0.9 0.3
C -2.1215 -0.6341 -0.7546 0.0 0.2 -0.1
C -3.6137 -1.0087 -1.0494 2.2 -0.6 0.0
O -4.4207 -0.2917 -0.1726 0.0 -0.1 0.4
C -5.7590 -0.6369 -0.3838 -1.8 0.1 -0.2
N -1.7297 -1.0845 0.5964 -1.0 -1.0 0.3
H -0.0602 -0.8437 -1.5282 -0.1 0.1 0.2
H -1.3414 -0.9522 -2.7280 0.2 -0.4 -0.2
H -1.0208 -2.3193 -1.5620 -0.1 -0.1 -0.4
H -2.0840 0.4552 -0.7053 0.2 0.1 -0.4
H -3.6352 -2.0830 -0.8491 -0.5 -0.4 0.1
H -3.8821 -0.9106 -2.1025 0.0 0.5 -0.1
H -6.1799 -0.0919 -1.2305 0.2 -0.2 -0.4
H -6.4600 -0.3799 0.4110 0.8 0.4 0.6
H -5.9307 -1.7073 -0.5060 0.4 -0.2 -0.3
H -2.5286 -1.0249 1.2173 -0.3 0.8 0.2
H -1.7101 -2.0947 0.5183 0.7 -0.4 0.0
```
Forces are in eV/Å.

Properties
Net charge ... +1
HOMO level ... -12.503 eV
Energy relative to the best compared isomer or geometry (same formula, charge and spin) ... 15.9 kcal/mol
Kohn-Sham gap ... 10.5 eV

---

4.
Formula: C5H7ClN4O
Source: OMol25
Level of theory: ωB97M-V/def2-TZVPD

```
18
Properties=species:S:1:pos:R:3:forces:R:3
C 3.4716 0.2409 0.1836 -1.4 0.5 -1.3
C 2.5987 0.8721 -0.7081 2.8 1.1 -0.2
C 2.8210 -0.6537 0.9642 2.5 -1.4 3.3
C 0.8089 -0.3386 0.0484 3.9 1.9 0.1
C -1.3576 0.3268 -0.5371 -3.5 -2.4 -0.6
N 1.3517 0.6407 -0.7629 -4.6 -2.1 0.5
N 1.5651 -0.9647 0.9804 -4.0 0.1 -1.8
N -3.0778 -1.3492 0.4661 -0.9 -1.1 5.7
N -2.9359 -0.6725 -0.6137 3.4 5.5 -1.9
O -0.4733 -0.6045 -0.0592 -0.2 -1.0 0.1
Cl -1.5677 1.5816 0.6237 -0.3 0.5 0.3
H 4.5028 0.4386 0.2163 1.0 0.2 0.2
H 2.9081 1.6540 -1.4124 0.4 -0.2 0.3
H 3.3260 -1.1708 1.8337 0.1 0.6 -1.2
H -1.2586 0.7141 -1.5269 0.6 0.1 -0.5
H -2.4006 -2.0314 0.8182 0.5 -0.2 -1.1
H -3.1142 -0.6793 1.3057 -0.6 -1.1 -1.7
H -3.0046 -1.0844 -1.5192 0.3 -0.9 -0.2
```
Forces are in eV/Å.

Properties
HOMO level ... -8.311 eV
Energy relative to the best compared isomer or geometry (same formula, charge and spin) ... 22.3 kcal/mol
Kohn-Sham gap ... 9.1 eV

---

We obtain E values of -30253.2381 -17053.0149 -25680.7730 -25825.5090 eV for the records listed above, in that order.